C4H6O2 | ωB97M-V/def2-TZVPD

- Energy above the lowest of the compared OMol25 structures with the same formula, charge and spin: 3.666 eV
- HOMO level (alpha / beta): -0.3044 / -0.2943 Eh
- Total charge: 0
- Calculated total energy: -306.37158 Eh
- Max |F|: 1.53 eV/A
- Spin multiplicity: 1

```
12
Properties=species:S:1:pos:R:3:forces:R:3
C 1.5202 0.5937 -0.6063 -0.054 0.027 -0.149
C 0.1916 0.1520 -0.1087 0.045 0.325 -0.031
C -0.8574 -1.4971 1.0531 -1.180 -0.932 0.292
O 0.1822 -0.7466 0.8911 1.212 0.658 -0.197
C -1.0507 0.8086 -0.3720 -0.124 -0.011 0.192
O -1.2813 1.5935 -1.2793 0.103 -0.072 0.048
H 2.1796 0.9297 0.2042 -0.163 -0.074 -0.067
H 2.0399 -0.2035 -1.1519 -0.090 0.088 0.094
H 1.3481 1.4248 -1.2952 0.082 -0.106 0.100
H -0.9419 -1.9878 2.0120 0.018 0.035 -0.124
H -1.5255 -1.6686 0.2196 0.039 -0.013 0.129
H -1.8048 0.6014 0.4334 0.113 0.075 -0.286
```
Forces are in eV/Å.

Atom charges from the natural (NBO) analysis, given in e for atoms 1 to 4: -0.674, 0.203, -0.046, -0.371

C4H6O2 | ωB97M-V/def2-TZVPD

- Energy above the lowest of the compared OMol25 structures with the same formula, charge and spin: 1.360 eV
- HOMO level: -0.3586 Eh
- Total charge: 0
- Calculated total energy: -306.45630 Eh
- Max |F|: 2.07 eV/A
- Spin multiplicity: 1
- SMILES: C=C(C)OC=O

```
12
Properties=species:S:1:pos:R:3:forces:R:3
C -1.2269 -1.3361 0.0272 0.991 1.141 -1.419
C -0.4087 -0.2974 0.1900 0.171 0.668 -0.664
C 0.6677 0.0415 1.2596 -0.898 -0.727 -0.055
O -0.6594 0.7768 -0.7113 0.822 0.584 -0.032
C 0.3433 1.2069 -1.5323 -0.011 -0.665 0.480
O 1.2913 0.5285 -1.8341 -0.637 0.967 0.114
H -1.0967 -2.0533 0.7679 -0.286 -1.677 0.876
H -1.7767 -1.5001 -0.9424 0.346 0.351 1.587
H 0.7495 -0.8302 1.9701 -0.132 1.042 -0.623
H 0.3156 0.9581 1.7815 0.336 -0.639 -0.106
H 1.6864 0.2410 0.8486 -0.987 -0.235 -0.031
H 0.1147 2.2643 -1.8247 0.286 -0.810 -0.127
```
Forces are in eV/Å.

Atom charges from the natural (NBO) analysis, given in e for atoms 1 to 4: -0.452, 0.317, -0.680, -0.539

C4H6O2 | ωB97M-V/def2-TZVPD

- Energy above the lowest of the compared OMol25 structures with the same formula, charge and spin: 4.904 eV
- HOMO level: -0.3288 Eh
- Total charge: 0
- Calculated total energy: -306.32608 Eh
- Max |F|: 2.98 eV/A
- Spin multiplicity: 1

```
12
Properties=species:S:1:pos:R:3:forces:R:3
O 2.4241 -0.5791 -0.2223 -0.167 0.290 0.329
C 1.7426 0.1409 0.4650 0.428 -0.090 -0.215
C 0.3270 0.4824 0.1066 0.676 0.258 -0.175
C -0.4080 -0.5150 -0.7478 0.348 0.821 -0.277
C -1.6082 -0.0036 0.4876 1.091 -0.592 -2.351
O -0.5055 0.4300 1.2638 0.164 -0.223 0.017
H 2.1041 0.5908 1.4088 0.114 -0.093 -0.010
H 0.2739 1.4722 -0.3713 0.170 0.117 0.184
H 0.0191 -1.5389 -0.6879 -0.627 0.525 0.303
H -0.6735 -0.2885 -1.7753 0.223 0.258 0.048
H -1.6116 -1.0232 0.0962 -1.977 -0.918 2.027
H -2.0841 0.8318 -0.0234 -0.443 -0.352 0.119
```
Forces are in eV/Å.

Atom charges from the natural (NBO) analysis, given in e for atoms 1 to 4: -0.504, 0.431, -0.018, -0.446

C4H6O2 | ωB97M-V/def2-TZVPD

- Energy above the lowest of the compared OMol25 structures with the same formula, charge and spin: 3.354 eV
- HOMO level: -0.3422 Eh
- Total charge: 0
- Calculated total energy: -306.38304 Eh
- Max |F|: 4.31 eV/A
- Spin multiplicity: 1
- SMILES: C=COC(C)=O

```
12
Properties=species:S:1:pos:R:3:forces:R:3
C 0.1096 1.9389 -1.5210 -2.914 1.803 -0.307
C -0.5421 0.9957 -0.8067 2.056 2.480 2.240
O 0.4738 0.0203 -0.4652 -2.534 -0.218 1.528
C 0.0268 -0.6038 0.7085 -0.945 0.866 -4.055
C 0.6695 -1.8998 0.7376 3.717 -1.936 0.992
O -0.9743 -0.2093 1.2697 1.471 -1.186 1.345
H 1.0308 1.5611 -1.8538 1.332 0.246 -0.653
H -0.2184 3.0247 -1.8315 0.312 -2.653 0.632
H -1.2720 1.0124 0.1507 0.873 0.307 -3.316
H -0.1305 -2.5677 1.0625 0.849 -0.563 0.228
H 1.4395 -2.3141 -0.0767 -2.845 1.285 0.520
H 1.5725 -1.7894 1.4032 -1.374 -0.433 0.845
```
Forces are in eV/Å.

Atom charges from the natural (NBO) analysis, given in e for atoms 1 to 4: -0.414, 0.016, -0.533, 0.790

C4H6O2 | ωB97M-V/def2-TZVPD

- Energy above the lowest of the compared OMol25 structures with the same formula, charge and spin: 0.775 eV
- HOMO level: -0.3663 Eh
- Total charge: 0
- Calculated total energy: -306.47781 Eh
- Max |F|: 0.52 eV/A
- Spin multiplicity: 1
- SMILES: CC(=O)CC=O

```
12
Properties=species:S:1:pos:R:3:forces:R:3
C 1.4136 0.2499 -0.6961 0.075 0.102 -0.046
C 0.3874 0.7123 0.3035 -0.020 0.252 -0.009
O 0.1592 1.8731 0.5584 0.183 -0.420 -0.048
C -0.4805 -0.3971 0.8966 0.010 -0.071 0.069
C -1.6326 -0.4518 -0.0867 -0.041 -0.217 -0.301
O -1.6741 -1.2300 -1.0082 -0.069 0.280 0.430
H 0.9557 -0.4768 -1.3778 0.074 0.108 0.100
H 2.2285 -0.2640 -0.1736 -0.104 0.062 -0.049
H 1.8083 1.1014 -1.2515 -0.017 -0.111 0.077
H 0.0311 -1.3632 0.9062 -0.059 0.167 -0.024
H -0.8084 -0.1037 1.8972 -0.033 0.001 -0.196
H -2.3883 0.3498 0.0320 -0.001 -0.153 -0.002
```
Forces are in eV/Å.

Atom charges from the natural (NBO) analysis, given in e for atoms 1 to 4: -0.727, 0.603, -0.527, -0.616

C4H6O2 | ωB97M-V/def2-TZVPD

- Energy above the lowest of the compared OMol25 structures with the same formula, charge and spin: 4.111 eV
- HOMO level: -0.3218 Eh
- Total charge: 0
- Calculated total energy: -306.35523 Eh
- Max |F|: 0.43 eV/A
- Spin multiplicity: 1

```
12
Properties=species:S:1:pos:R:3:forces:R:3
O -0.8490 1.3068 -0.9059 -0.174 0.279 0.213
C -1.0604 0.1313 -0.1928 -0.068 -0.108 0.044
C 0.1342 -0.8073 -0.1206 0.193 0.007 -0.117
C 1.3985 -0.0005 0.0838 0.115 0.018 0.003
C -1.1108 -0.0609 1.3456 -0.257 -0.295 -0.173
O -0.3565 -1.1549 1.2160 -0.208 0.226 0.293
H -1.4650 1.9874 -0.6114 -0.001 -0.063 0.014
H -1.9775 -0.3984 -0.5014 0.152 -0.029 -0.145
H 0.2183 -1.6693 -0.7951 0.017 0.170 0.213
H 2.2482 -0.6227 0.3698 -0.052 -0.006 -0.145
H 1.6283 0.6007 -0.7980 0.064 -0.207 0.006
H 1.1916 0.6879 0.9101 0.220 0.007 -0.205
```
Forces are in eV/Å.

Atom charges from the natural (NBO) analysis, given in e for atoms 1 to 4: -0.706, -0.074, 0.070, -0.632

What did the fourth record say?
C4H6O2 | ωB97M-V/def2-TZVPD

- Energy above the lowest of the compared OMol25 structures with the same formula, charge and spin: 3.354 eV
- HOMO level: -0.3422 Eh
- Total charge: 0
- Calculated total energy: -306.38304 Eh
- Max |F|: 4.31 eV/A
- Spin multiplicity: 1
- SMILES: C=COC(C)=O

```
12
Properties=species:S:1:pos:R:3:forces:R:3
C 0.1096 1.9389 -1.5210 -2.914 1.803 -0.307
C -0.5421 0.9957 -0.8067 2.056 2.480 2.240
O 0.4738 0.0203 -0.4652 -2.534 -0.218 1.528
C 0.0268 -0.6038 0.7085 -0.945 0.866 -4.055
C 0.6695 -1.8998 0.7376 3.717 -1.936 0.992
O -0.9743 -0.2093 1.2697 1.471 -1.186 1.345
H 1.0308 1.5611 -1.8538 1.332 0.246 -0.653
H -0.2184 3.0247 -1.8315 0.312 -2.653 0.632
H -1.2720 1.0124 0.1507 0.873 0.307 -3.316
H -0.1305 -2.5677 1.0625 0.849 -0.563 0.228
H 1.4395 -2.3141 -0.0767 -2.845 1.285 0.520
H 1.5725 -1.7894 1.4032 -1.374 -0.433 0.845
```
Forces are in eV/Å.

Atom charges from the natural (NBO) analysis, given in e for atoms 1 to 4: -0.414, 0.016, -0.533, 0.790

> Number 6 is which compound?

C4H6O2

> Among the records above, which one has the highest max |F|?

number 4